Density functional theory data (ωB97M-V/def2-TZVPD) for 6 unconnected molecules or ions with the total composition C4H20NO6S2 at a distorted geometry.

Gap between HOMO and LUMO   8.326 eV
LUMO energy   2.93 eV
F_max   0.049 Eh/bohr
HOMO   -0.198 hartree
Energy above the lowest of the compared OMol25 structures with the same formula, charge and spin   0.0 kcal per mole
E_tot   -39918.6591 eV

ORCA input file:
```
! RIJCOSX wB97M-V def2-TZVPD def2/J DEFGRID3
* xyz -1 1
N 0.727 2.957 -0.372
C -0.398 2.105 -0.832
C -1.473 2.102 0.332
O -1.216 1.415 1.509
C -0.135 0.627 -1.174
S 1.542 0.704 -2.032
S 1.796 -1.295 -2.430
C 1.674 -2.116 -0.840
H 1.493 2.891 -1.014
H 1.010 2.708 0.559
H -0.812 2.633 -1.714
H -2.433 1.781 -0.185
H -1.582 3.134 0.732
H 0.270 0.230 -0.242
H -1.092 0.181 -1.548
H 1.428 -1.526 0.059
H 2.603 -2.668 -0.621
H 0.836 -2.840 -0.742
H -1.657 -1.438 4.049
H -0.796 -2.439 3.138
O -0.951 -2.079 4.015
H -3.473 -0.756 -0.498
H -2.167 -1.365 -0.665
O -2.931 -1.137 -1.203
H 0.132 -0.796 2.173
H -0.900 0.408 1.336
O -0.492 -0.974 1.460
H -1.640 -2.679 0.014
H -1.443 -2.374 1.479
O -1.885 -3.047 0.860
H 1.110 3.106 2.357
H 0.652 1.714 2.755
O 1.311 2.389 2.966
*
```

Results of the Mulliken charge analysis, in e, for atoms 1 through 5:
1 N -0.671
2 C 0.280
3 C -0.965
4 O -0.517
5 C -0.120

Density functional theory data (ωB97M-V/def2-TZVPD) for a molecular structure, CH5INP at a distorted geometry.

Gap between HOMO and LUMO   9.180 eV
LUMO energy   -0.25 eV
F_max   0.073 Eh/bohr
HOMO   -0.347 hartree
Energy above the lowest of the compared OMol25 structures with the same formula, charge and spin   67.7 kcal per mole
E_tot   -19995.4908 eV

ORCA input file:
```
! RIJCOSX wB97M-V def2-TZVPD def2/J DEFGRID3
* xyz 0 1
C 1.589 0.847 0.163
N 1.995 -0.278 -0.507
P 1.102 -1.517 -0.149
I -5.468 0.655 -0.179
H 2.481 1.209 0.717
H 1.232 1.698 -0.390
H 0.898 0.582 0.964
H -5.684 -0.862 0.271
H 1.857 -2.334 -0.891
*
```

Results of the Mulliken charge analysis, in e, for atoms 1 through 5:
1 C -0.683
2 N -0.215
3 P 0.098
4 I -0.097
5 H 0.226

Density functional theory data (ωB97M-V/def2-TZVPD) for a single C2H3NO2 molecule at a distorted geometry.

Gap between HOMO and LUMO   11.119 eV
SMILES   Cc1noo1
LUMO energy   0.76 eV
F_max   0.136 Eh/bohr
HOMO   -0.381 hartree
Energy above the lowest of the compared OMol25 structures with the same formula, charge and spin   142.0 kcal per mole
E_tot   -7701.6863 eV

ORCA input file:
```
! RIJCOSX wB97M-V def2-TZVPD def2/J DEFGRID3
* xyz 0 1
C -0.361 0.270 0.978
C -0.056 -0.328 -0.277
N -0.390 -0.775 -1.423
O 0.831 -0.499 -2.047
O 1.355 0.154 -0.901
H 0.471 -0.039 1.625
H -0.443 1.299 0.880
H -1.406 -0.083 1.166
*
```

Results of the Mulliken charge analysis, in e, for atoms 1 through 5:
1 C -0.843
2 C 0.683
3 N -0.406
4 O -0.026
5 O -0.260

Density functional theory data (ωB97M-V/def2-TZVPD) for a molecular structure, C31H32N7O4PtS2Si.

Gap between HOMO and LUMO (alpha / beta)   6.338 / 4.849 eV
LUMO energy (alpha / beta)   -3.18 / -5.11 eV
F_max   0.008 Eh/bohr
⟨S²⟩   6.06
HOMO (alpha / beta)   -0.350 / -0.366 hartree
Energy above the lowest of the compared OMol25 structures with the same formula, charge and spin   31.3 kcal per mole
E_tot   -84070.9155 eV

ORCA input file:
```
! RIJCOSX wB97M-V def2-TZVPD def2/J DEFGRID3
* xyz 1 5
Pt 0.399 0.037 0.117
C 1.424 -4.484 0.877
C 1.439 -3.021 0.586
N 0.494 -2.407 -0.055
O -0.606 -3.116 -0.385
C 2.507 -2.168 1.031
C 3.784 -2.706 1.556
N 2.284 -0.826 0.971
O 3.227 -0.077 1.261
H 0.862 -5.012 0.108
H 0.945 -4.653 1.846
H 2.430 -4.891 0.916
H -0.857 -3.650 0.389
H 3.583 -3.476 2.301
H 4.387 -1.916 1.991
H 4.353 -3.179 0.750
N -2.006 1.405 7.576
C -1.912 0.724 6.396
C -3.051 0.163 5.804
C -2.958 -0.511 4.605
C -1.722 -0.646 3.986
C -0.581 -0.095 4.558
C -0.673 0.587 5.751
S -1.596 -1.499 2.472
O -2.826 -2.174 2.187
O -0.381 -2.287 2.503
N -1.302 -0.358 1.322
C -2.239 0.573 0.974
N -1.916 1.242 -0.147
C -2.689 2.270 -0.478
C -3.812 2.611 0.248
C -4.090 1.811 1.348
N -3.314 0.806 1.725
H -2.870 1.426 8.084
H -1.183 1.731 8.045
H -4.011 0.263 6.294
H -3.835 -0.936 4.137
H 0.380 -0.208 4.071
H 0.214 1.015 6.201
H -2.409 2.816 -1.373
H -4.446 3.438 -0.032
H -4.966 1.991 1.961
C -1.512 2.740 -5.185
C -2.227 1.979 -4.270
C -1.559 1.133 -3.394
C -0.165 1.027 -3.422
C 0.537 1.788 -4.365
C -0.128 2.642 -5.236
Si 0.762 -0.186 -2.347
C 0.702 -1.902 -3.042
C 1.820 -2.736 -2.934
C 1.772 -4.048 -3.381
C 0.602 -4.545 -3.942
C -0.512 -3.726 -4.066
C -0.462 -2.414 -3.619
H -2.034 3.399 -5.866
H -3.307 2.041 -4.239
H -2.125 0.552 -2.676
H 1.616 1.692 -4.438
H 0.429 3.215 -5.966
H 2.197 0.247 -2.294
H 2.741 -2.351 -2.507
H 2.648 -4.680 -3.306
H 0.562 -5.568 -4.293
H -1.420 -4.110 -4.511
H -1.339 -1.785 -3.722
S 0.864 2.189 1.272
C 1.819 3.031 0.127
N 1.408 3.148 -1.159
C 2.060 3.857 -2.106
C 3.212 4.514 -1.795
C 3.692 4.421 -0.480
C 3.013 3.691 0.463
H 0.552 2.663 -1.417
H 1.605 3.859 -3.085
H 3.731 5.085 -2.549
H 4.611 4.925 -0.208
H 3.371 3.597 1.477
*
```

Results of the Mulliken charge analysis, in e, for atoms 1 through 5:
1 Pt 1.545
2 C -2.024
3 C 0.394
4 N 0.682
5 O -0.484

Density functional theory data (ωB97M-V/def2-TZVPD) for a molecular structure, C30H30N8O7SSiTi.

Gap between HOMO and LUMO   7.841 eV
LUMO energy   -0.40 eV
F_max   0.008 Eh/bohr
HOMO   -0.303 hartree
Energy above the lowest of the compared OMol25 structures with the same formula, charge and spin   0.0 kcal per mole
E_tot   -99681.7051 eV

ORCA input file:
```
! RIJCOSX wB97M-V def2-TZVPD def2/J DEFGRID3
* xyz 0 1
Ti -0.802 -0.576 -1.151
N -4.985 7.028 -1.297
C -4.695 5.678 -1.159
C -5.479 4.716 -1.799
C -5.221 3.369 -1.622
C -4.183 2.968 -0.796
C -3.400 3.914 -0.148
C -3.649 5.260 -0.330
S -3.858 1.255 -0.558
O -3.560 1.062 0.838
O -4.932 0.515 -1.153
N -2.450 0.970 -1.350
C -2.461 0.919 -2.702
N -3.346 1.515 -3.509
C -3.154 1.340 -4.805
C -2.118 0.583 -5.348
C -1.264 -0.013 -4.448
N -1.429 0.162 -3.140
H -5.517 7.283 -2.112
H -4.231 7.665 -1.102
H -6.296 5.031 -2.437
H -5.814 2.617 -2.123
H -2.598 3.593 0.505
H -3.044 5.999 0.181
H -3.871 1.828 -5.459
H -2.004 0.455 -6.413
H -0.445 -0.652 -4.751
O 1.292 -3.288 0.039
C 1.496 -2.389 -0.949
O 1.089 -1.157 -0.785
H 2.507 -2.503 -1.355
C -0.983 -4.339 1.438
Si 0.567 -3.331 1.552
C 0.264 -1.650 2.294
C 1.852 -4.225 2.579
C 3.111 -4.567 2.081
C 4.039 -5.227 2.877
C 3.722 -5.561 4.185
C 2.475 -5.230 4.699
C 1.554 -4.570 3.901
H -1.413 -4.487 2.432
H -0.773 -5.321 1.012
H -1.724 -3.828 0.823
H 0.210 -1.756 3.382
H -0.679 -1.230 1.944
H 1.070 -0.953 2.063
H 3.370 -4.308 1.062
H 5.010 -5.482 2.472
H 4.443 -6.081 4.803
H 2.222 -5.491 5.719
H 0.583 -4.321 4.321
O -0.286 -2.218 -2.621
N 0.612 -2.974 -2.216
O 0.853 -4.044 -2.678
O -1.694 -1.588 -0.302
C -0.064 2.605 1.931
C -0.600 1.597 1.150
N 0.055 1.101 0.094
C 1.270 1.569 -0.189
C 1.891 2.569 0.547
C 1.187 3.106 1.620
C 3.240 3.046 0.180
C 4.292 2.268 -0.066
C 4.340 0.794 0.070
C 3.800 0.113 1.153
C 3.930 -1.265 1.161
N 4.536 -1.928 0.179
C 5.029 -1.181 -0.803
N 4.972 0.140 -0.910
H -0.630 2.981 2.772
H -1.580 1.186 1.351
H 1.773 1.124 -1.039
H 1.627 3.902 2.211
H 3.359 4.120 0.084
H 5.212 2.720 -0.415
H 3.305 0.634 1.961
H 3.535 -1.862 1.977
H 5.534 -1.708 -1.605
*
```

Results of the Mulliken charge analysis, in e, for atoms 1 through 5:
1 Ti 0.396
2 N -0.569
3 C 1.101
4 C -0.813
5 C -0.233

Density functional theory data (ωB97M-V/def2-TZVPD) for a molecular structure, C22H20AsLiN4O4S3.

Gap between HOMO and LUMO   7.020 eV
LUMO energy   -0.92 eV
F_max   0.006 Eh/bohr
HOMO   -0.292 hartree
Energy above the lowest of the compared OMol25 structures with the same formula, charge and spin   0.0 kcal per mole
E_tot   -130838.9898 eV

ORCA input file:
```
! RIJCOSX wB97M-V def2-TZVPD def2/J DEFGRID3
* xyz 0 1
Li 0.435 0.026 -0.118
O 5.903 -1.141 4.931
N 4.697 -1.254 4.883
O 3.986 -1.521 5.831
C 4.051 -1.082 3.570
C 4.773 -1.472 2.501
C 4.213 -1.410 1.188
C 4.908 -1.836 0.041
C 4.289 -1.757 -1.177
C 2.981 -1.251 -1.241
N 2.317 -0.842 -0.181
C 2.916 -0.917 1.021
C 2.162 -0.468 2.177
N 0.928 0.020 1.936
C 0.209 0.440 2.952
C 0.680 0.423 4.271
C 1.929 -0.070 4.533
C 2.713 -0.553 3.465
H 5.776 -1.849 2.645
H 5.915 -2.224 0.136
H 4.785 -2.079 -2.081
H 2.446 -1.194 -2.182
H -0.785 0.799 2.713
H 0.053 0.792 5.071
H 2.305 -0.102 5.543
C -1.901 3.610 -0.348
As -0.926 2.883 -1.838
C -2.126 1.659 -2.703
C -0.677 4.338 -3.076
S 0.925 2.082 -1.290
H -2.836 4.071 -0.665
H -1.258 4.338 0.144
H -2.109 2.780 0.326
H -2.869 2.202 -3.286
H -2.624 1.093 -1.920
H -1.545 0.987 -3.333
H -1.644 4.780 -3.316
H -0.208 3.954 -3.980
H -0.028 5.082 -2.620
O -2.373 -1.828 1.460
S -2.200 -0.944 0.344
O -2.077 0.472 0.648
N -0.932 -1.325 -0.607
C -1.309 -1.662 -1.841
S -0.289 -1.973 -3.111
C -2.801 -1.669 -2.010
C -3.542 -1.999 -3.133
C -4.923 -1.891 -3.063
C -5.556 -1.463 -1.898
C -4.818 -1.134 -0.769
C -3.445 -1.243 -0.864
H -3.035 -2.329 -4.030
H -5.524 -2.146 -3.926
H -6.636 -1.392 -1.870
H -5.295 -0.809 0.146
*
```

Results of the Mulliken charge analysis, in e, for atoms 1 through 5:
1 Li 0.765
2 O -0.574
3 N 0.928
4 O -0.572
5 C 0.312